No. 1
{
  "formula": "ClH3N2S",
  "method": "ωB97M-V/def2-TZVPD",
  "homo_ev": [-9.32, -9.32],
  "charge": 0,
  "multiplicity": 1,
  "lumo_energy_ev": [-1.9, -1.9],
  "orbital_gap_ev": [7.43, 7.43],
  "symbols": ["N", "N", "S", "Cl", "H", "H", "H"],
  "coordinates": [[-0.59, 1.27, -0.44], [-0.71, -1.00, 0.37], [-0.04, 0.50, 0.69], [2.55, -0.32, -0.25], [-0.29, 2.20, -0.35], [0.13, -1.55, 0.60], [-1.06, -1.10, -0.61]],
  "lowdin_charge": [-0.2961, -0.2443, 0.8573, -0.4030, -0.0068, 0.0092, 0.0836]
}

***

No. 2
{
  "formula": "C34H53KN7OPSSi",
  "method": "ωB97M-V/def2-TZVPD",
  "homo_ev": -1.64,
  "charge": -2,
  "multiplicity": 1,
  "lumo_energy_ev": 4.2,
  "orbital_gap_ev": 5.88,
  "symbols": ["K", "C", "Si", "C", "C", "N", "C", "C", "C", "C", "C", "C", "O", "C", "C", "C", "C", "C", "C", "H", "H", "H", "H", "H", "H", "H", "H", "H", "H", "H", "H", "H", "H", "H", "H", "H", "H", "S", "C", "C", "C", "C", "C", "N", "H", "H", "H", "H", "C", "C", "C", "C", "P", "N", "C", "C", "C", "C", "C", "C", "C", "C", "H", "H", "H", "H", "H", "H", "H", "H", "H", "H", "H", "H", "H", "H", "H", "H", "H", "H", "H", "H", "H", "H", "H", "H", "H", "H", "H", "N", "C", "N", "N", "C", "N", "H", "H", "H", "H"],
  "coordinates": [[0.69, 0.93, 0.65], [-1.90, 2.71, 4.95], [-0.26, 2.92, 4.01], [0.74, 1.40, 4.45], [0.62, 4.39, 4.82], [-0.39, 3.07, 2.33], [-0.83, 4.16, 1.69], [-1.61, 5.20, 2.27], [-1.97, 6.36, 1.60], [-1.58, 6.57, 0.29], [-0.85, 5.56, -0.35], [-0.54, 4.39, 0.31], [0.22, 3.39, -0.31], [0.20, 3.26, -1.67], [1.41, 2.95, -2.29], [1.44, 2.76, -3.66], [0.29, 2.90, -4.42], [-0.91, 3.19, -3.79], [-0.97, 3.36, -2.42], [-1.71, 2.47, 6.00], [-2.48, 1.89, 4.51], [-2.52, 3.61, 4.91], [1.02, 1.41, 5.51], [1.66, 1.32, 3.87], [0.18, 0.47, 4.28], [0.62, 4.30, 5.91], [0.14, 5.34, 4.55], [1.65, 4.43, 4.48], [-1.93, 5.07, 3.30], [-2.56, 7.11, 2.12], [-1.84, 7.48, -0.25], [-0.53, 5.69, -1.37], [2.30, 2.85, -1.68], [2.38, 2.51, -4.13], [0.33, 2.75, -5.50], [-1.83, 3.25, -4.37], [-1.91, 3.56, -1.92], [4.07, -1.88, 3.78], [2.34, -2.04, 3.81], [1.73, -2.67, 4.92], [0.37, -2.84, 4.97], [-0.41, -2.39, 3.91], [0.25, -1.79, 2.86], [1.57, -1.59, 2.80], [2.37, -3.02, 5.72], [-0.09, -3.33, 5.83], [-1.49, -2.50, 3.89], [-0.32, -1.43, 2.00], [-2.49, -2.42, 0.41], [-2.52, -2.48, -1.13], [-3.60, -1.47, -1.56], [-2.98, -3.87, -1.57], [-0.82, -1.82, -1.73], [-0.33, -0.61, -0.94], [-1.04, -1.43, -3.61], [-1.83, -2.40, -4.49], [0.37, -1.28, -4.21], [-1.67, -0.04, -3.70], [0.36, -3.34, -1.65], [1.80, -2.81, -1.73], [0.18, -4.47, -2.67], [0.23, -3.96, -0.25], [-3.52, -2.39, 0.79], [-1.97, -1.52, 0.73], [-2.00, -3.29, 0.85], [-4.52, -1.68, -1.00], [-3.83, -1.53, -2.62], [-3.28, -0.45, -1.33], [-3.99, -4.06, -1.18], [-2.33, -4.66, -1.18], [-3.02, -3.97, -2.66], [-1.46, -3.43, -4.44], [-1.77, -2.08, -5.53], [-2.89, -2.42, -4.23], [0.88, -2.24, -4.35], [0.99, -0.64, -3.58], [0.28, -0.81, -5.20], [-2.75, -0.06, -3.66], [-1.38, 0.43, -4.65], [-1.30, 0.59, -2.89], [2.12, -2.62, -2.76], [2.48, -3.54, -1.30], [1.88, -1.87, -1.18], [0.42, -4.15, -3.69], [-0.83, -4.88, -2.68], [0.87, -5.28, -2.43], [0.30, -3.19, 0.52], [1.05, -4.66, -0.09], [-0.71, -4.51, -0.11], [5.54, -2.29, 0.46], [4.91, -1.08, 0.39], [3.83, -0.91, 1.15], [5.39, -0.17, -0.45], [4.67, 0.94, -0.43], [3.95, 1.84, -0.33], [5.50, -2.75, 1.36], [6.44, -2.28, 0.02], [3.67, -1.53, 1.94], [3.57, 0.04, 1.40]],
  "lowdin_charge": [0.6149, -0.1928, 0.3409, -0.1739, -0.1847, -0.0912, -0.3414, -0.0702, -0.1486, -0.1487, -0.0605, -0.1944, -0.0781, -0.2843, -0.0006, -0.0826, -0.1247, -0.1138, -0.0259, 0.0123, 0.0175, 0.0024, 0.0294, 0.0266, 0.0101, 0.0130, 0.0076, 0.0208, 0.0697, 0.0820, 0.0733, 0.1074, 0.0750, 0.0993, 0.0901, 0.0997, 0.1263, 0.4844, -0.7803, -0.1462, -0.1097, -0.0976, -0.2058, 0.0372, 0.0747, 0.0910, 0.0907, 0.0624, -0.1209, -0.5958, -0.1128, -0.1007, 0.7341, -0.4205, -0.5887, -0.1000, -0.1102, -0.1203, -0.5920, -0.1096, -0.1003, -0.1026, 0.0742, 0.0446, 0.0570, 0.0722, 0.0486, 0.0798, 0.0768, 0.0505, 0.0556, 0.0516, 0.0766, 0.0520, 0.0489, 0.0777, 0.0731, 0.0588, 0.0663, 0.0483, 0.0552, 0.0754, 0.0541, 0.0524, 0.0527, 0.0778, 0.0603, 0.0800, 0.0502, 0.1452, -0.5276, 0.1210, 0.0731, -0.3892, 0.1293, 0.0601, 0.0857, -0.1093, 0.0788]
}

***

No. 3
{
  "formula": "C4H11NOS2",
  "method": "ωB97M-V/def2-TZVPD",
  "homo_ev": -9.54,
  "charge": 0,
  "multiplicity": 1,
  "smiles": "CNC=O.CCSS",
  "lumo_energy_ev": 0.3,
  "orbital_gap_ev": 9.81,
  "symbols": ["C", "N", "C", "O", "H", "H", "H", "H", "H", "C", "C", "S", "S", "H", "H", "H", "H", "H", "H"],
  "coordinates": [[0.94, 0.79, 2.13], [-0.47, 0.95, 1.80], [-1.26, 1.77, 2.51], [-0.90, 2.57, 3.35], [1.14, 1.31, 3.06], [1.56, 1.18, 1.33], [1.16, -0.27, 2.27], [-0.93, 0.18, 1.33], [-2.33, 1.67, 2.24], [0.80, -2.34, -2.39], [0.31, -0.92, -2.18], [-1.22, -0.84, -1.19], [-1.73, 1.17, -1.54], [0.02, -2.95, -2.86], [1.10, -2.82, -1.47], [1.65, -2.34, -3.08], [0.11, -0.43, -3.14], [1.09, -0.35, -1.69], [-1.06, 1.66, -0.48]],
  "lowdin_charge": [-0.0623, -0.0548, -0.3897, 0.0146, 0.0787, 0.0793, 0.0828, 0.0538, 0.1325, -0.1742, -0.6322, 0.4232, 0.3465, 0.0676, 0.0676, 0.0733, 0.0550, 0.0639, -0.2255]
}

***

No. 4
{
  "formula": "C27H49BF3N5O9S2Si",
  "method": "ωB97M-V/def2-TZVPD",
  "homo_ev": -7.70,
  "charge": 0,
  "multiplicity": 1,
  "lumo_energy_ev": -2.1,
  "orbital_gap_ev": 5.57,
  "symbols": ["C", "C", "O", "B", "O", "C", "N", "C", "O", "O", "C", "C", "C", "S", "C", "N", "N", "C", "O", "C", "Si", "C", "C", "C", "N", "C", "C", "C", "C", "C", "C", "C", "C", "C", "O", "C", "C", "C", "C", "N", "H", "H", "H", "H", "H", "H", "H", "H", "H", "H", "H", "H", "H", "H", "H", "H", "H", "H", "H", "H", "H", "H", "H", "H", "H", "H", "H", "H", "H", "H", "H", "H", "H", "H", "H", "H", "H", "H", "H", "H", "H", "H", "H", "H", "H", "H", "H", "H", "H", "C", "F", "F", "F", "S", "O", "O", "O"],
  "coordinates": [[3.16, -6.83, -0.34], [2.44, -5.48, -1.03], [1.03, -5.32, -0.64], [0.39, -4.21, -1.38], [-0.40, -4.62, -2.60], [0.47, -2.60, -0.91], [1.95, -2.22, -0.93], [2.44, -2.30, -2.25], [2.92, -1.95, -3.46], [-0.17, -1.84, -1.99], [-0.34, -0.42, -1.66], [-0.84, 0.42, -2.98], [-1.29, 1.97, -2.68], [-0.01, 3.02, -1.80], [-0.87, 3.93, -0.37], [-0.50, 5.20, 0.36], [-1.50, 5.36, 1.35], [-2.51, 4.24, 1.28], [-2.12, 3.35, 0.17], [-1.37, -0.34, -0.37], [-3.12, -1.04, -0.68], [-3.36, -1.96, -2.37], [-3.83, -2.19, 0.68], [-4.33, 0.51, -0.76], [-0.61, -0.92, 0.80], [-1.21, -0.65, 2.16], [-0.16, -0.05, 3.28], [0.43, 1.45, 2.86], [2.04, 1.58, 3.29], [2.99, 2.15, 2.08], [3.89, 0.84, 1.55], [5.07, 1.29, 0.50], [4.46, 2.31, -0.63], [5.36, 2.32, -2.02], [6.45, 3.31, -1.96], [5.90, 4.70, -2.05], [-0.23, -2.40, 0.58], [0.93, -2.87, 1.70], [0.25, -3.59, 3.03], [-0.33, -4.86, 2.94], [4.29, -6.82, -0.72], [3.20, -6.65, 0.82], [2.59, -7.80, -0.67], [2.52, -5.52, -2.20], [3.12, -4.57, -0.68], [0.22, -4.80, -3.37], [0.68, 0.08, -1.30], [0.11, 0.49, -3.70], [-1.67, -0.11, -3.60], [-2.35, 2.01, -2.16], [-1.45, 2.47, -3.75], [-3.47, 4.01, 1.94], [-1.48, 0.83, -0.13], [-3.53, -1.21, -3.28], [-2.55, -2.78, -2.58], [-4.39, -2.55, -2.27], [-3.30, -3.22, 0.81], [-3.93, -1.57, 1.68], [-4.96, -2.44, 0.36], [-5.44, 0.22, -0.51], [-3.94, 1.41, -0.12], [-4.31, 0.84, -1.89], [0.34, -0.42, 0.80], [-2.11, 0.12, 2.12], [-1.70, -1.66, 2.57], [0.68, -0.79, 3.62], [-0.82, 0.16, 4.26], [-0.18, 2.27, 3.48], [0.38, 1.64, 1.70], [2.49, 0.53, 3.64], [2.04, 2.27, 4.27], [3.72, 2.95, 2.53], [2.37, 2.64, 1.20], [3.08, 0.11, 1.07], [4.43, 0.28, 2.44], [6.01, 1.72, 1.08], [5.43, 0.30, -0.04], [3.39, 1.91, -0.93], [4.33, 3.37, -0.14], [4.67, 2.64, -2.92], [5.75, 1.22, -2.29], [6.19, 5.25, -1.05], [6.30, 5.26, -3.02], [4.71, 4.70, -2.07], [-1.13, -3.14, 0.74], [1.54, -1.90, 1.95], [1.69, -3.65, 1.27], [0.31, -2.99, 4.05], [-0.20, -5.12, 1.92], [-6.62, 4.04, 0.84], [-5.72, 3.24, 1.50], [-7.32, 4.70, 1.82], [-5.87, 5.00, 0.22], [-7.72, 3.09, -0.33], [-8.44, 2.12, 0.51], [-6.82, 2.46, -1.30], [-8.61, 4.10, -0.94]],
  "lowdin_charge": [-0.0789, -0.2438, -0.0502, -0.3253, 0.0676, -0.2867, 0.1549, -0.0037, 0.0499, -0.1180, -0.2493, -0.1510, -0.4530, 0.8500, -0.4514, -0.0103, -0.0264, -0.0141, -0.1584, -0.2205, 0.5498, -0.2000, -0.2206, -0.1889, -0.0996, -0.1356, -0.1618, -0.1644, -0.2067, -0.2063, -0.2221, -0.2117, -0.1861, -0.2185, -0.2655, -0.1136, -0.1047, -0.0940, -0.1554, 0.0693, 0.0958, 0.0865, 0.0923, 0.1337, 0.1204, 0.1268, 0.1495, 0.1405, 0.1197, 0.0887, 0.1122, 0.1481, 0.1325, 0.0577, 0.0432, 0.0711, 0.0428, 0.0556, 0.0819, 0.0779, 0.0393, 0.0526, 0.1619, 0.1653, 0.1438, 0.0845, 0.1401, 0.1300, 0.0941, 0.1004, 0.1227, 0.1248, 0.1058, 0.0962, 0.1156, 0.1291, 0.1110, 0.1046, 0.1158, 0.1208, 0.1370, 0.1062, 0.1046, 0.0975, 0.1568, 0.1068, 0.1233, 0.1163, 0.0392, -0.5771, 0.0456, 0.0843, 0.0732, 0.4701, -0.3534, -0.3699, -0.3406]
}

***

The records above give, respectively, total energy values of -26384.4421 -92926.6737 -29534.7183 -93031.0498 eV.
The records above give, respectively, strongest force on any atom values of 3.28 1.53 0.83 11.40 eV/A.